[1]
Molecular formula: C51H84HfN3O25S4
Method: DFT, ωB97M-V/def2-TZVPD

CARTESIAN COORDINATES (ANGSTROEM)
Hf  -1.2710  -3.9345  3.1875
C  -1.9614  0.3410  0.6389
C  -1.3393  -0.6668  -0.3755
C  -0.7868  0.0954  -1.5973
C  0.5432  0.8257  -1.2418
C  1.7520  -0.1064  -0.7788
C  1.2391  -0.9636  0.4134
N  -0.1403  -1.4965  0.2494
O  -0.5791  -2.3469  1.4037
C  1.3656  0.0250  1.6622
C  2.2506  -2.0843  0.5746
C  -2.3828  -1.6453  -1.0128
H  -1.3285  1.1662  0.9652
H  -2.3567  -0.0165  1.5898
H  -2.8004  0.8232  0.1372
H  -1.5835  0.8197  -1.7669
H  -0.7006  -0.5868  -2.4430
H  0.3830  1.5290  -0.4246
H  0.8574  1.4069  -2.1087
H  2.5629  0.5864  -0.5538
H  2.2543  -0.6790  -1.5584
H  0.6567  0.8468  1.5613
H  2.3240  0.5440  1.6765
H  1.0017  -0.4664  2.5645
H  1.9473  -3.0502  0.1706
H  2.4940  -2.3291  1.6085
H  3.2277  -1.7385  0.2372
H  -3.2062  -1.0238  -1.3646
H  -2.8567  -2.1781  -0.1885
H  -2.0042  -2.3827  -1.7207
C  -5.2543  -4.1423  1.0161
C  -6.4278  -3.3392  1.0868
C  -6.3954  -2.0043  1.7248
O  -7.4451  -1.2542  1.6614
C  -5.2754  -1.5022  2.3321
C  -4.0447  -2.3119  2.5010
C  -4.0875  -3.7492  1.7065
O  -3.1108  -4.4471  1.8914
O  -3.0268  -2.1395  3.1769
O  -7.4966  -3.8481  0.5868
H  -5.3028  -5.1473  0.6238
H  -5.2914  -0.4878  2.7023
C  1.6096  -5.5230  6.1375
C  2.9679  -5.8063  6.1163
C  3.7479  -5.5545  4.7663
O  4.9685  -5.9617  4.5390
C  3.1104  -4.9409  3.7911
C  1.7705  -4.5252  3.8613
C  0.9229  -4.9384  5.0757
O  -0.2435  -4.6384  5.0855
O  1.1125  -3.9233  3.0259
O  3.4738  -6.2729  7.2065
H  1.0956  -5.6823  7.0739
H  3.5024  -4.6064  2.8420
C  0.0934  -1.9566  6.9448
C  -0.5614  -1.4112  5.6471
O  -0.6666  -2.0915  4.6100
N  -1.1570  -0.2679  5.7946
C  -1.9240  0.4084  4.7100
H  0.3303  -3.0194  6.9951
H  -0.4956  -1.6459  7.8078
H  1.0076  -1.4336  7.2252
H  -1.2155  -0.0205  6.7721
H  -2.8022  -0.0876  4.2966
H  -1.2301  0.6974  3.9207
H  -2.3577  1.2792  5.2017
C  1.3954  -6.4654  0.2719
C  -0.0660  -6.0232  0.4743
O  -0.5318  -5.4371  1.5072
N  -0.8199  -6.1598  -0.6119
C  -2.1693  -5.5180  -0.7144
H  1.4793  -7.4297  -0.2292
H  1.7398  -6.7811  1.2567
H  2.0286  -5.7393  -0.2380
H  -0.4661  -6.7691  -1.3356
H  -2.2658  -5.6447  -1.7927
H  -2.2229  -4.4450  -0.5301
H  -2.8687  -6.0847  -0.0998
C  -5.2073  0.9491  -1.5748
C  -6.6061  1.3828  -1.9853
O  -6.6605  1.5561  -3.3612
C  -6.3765  2.7544  -3.9043
O  -5.8179  3.6391  -3.2747
O  -6.7835  2.8067  -5.1687
C  -6.5268  3.9828  -5.9472
H  -4.5007  1.7647  -1.7285
H  -4.9227  0.1615  -2.2726
H  -5.2397  0.4742  -0.5942
H  -7.1519  2.0704  -1.3393
H  -7.0465  0.4045  -1.7924
H  -6.3986  3.6796  -6.9863
H  -5.6371  4.5250  -5.6270
H  -7.3097  4.7335  -5.8389
C  1.5775  3.3762  3.2404
C  2.5021  3.6195  2.0512
O  3.6650  2.7510  1.9024
C  4.9662  3.1715  1.8150
O  5.2949  4.2878  1.5377
O  5.8615  2.1289  2.1334
C  7.2304  2.4413  2.4593
H  2.1197  3.1922  4.1679
H  0.7922  2.6351  3.0916
H  1.0162  4.3022  3.3645
H  2.7953  4.6686  2.0912
H  1.9370  3.5944  1.1195
H  7.5262  2.7731  1.4640
H  7.6570  1.4782  2.7397
H  7.2332  3.1052  3.3237
C  2.4323  -3.1438  -3.7286
C  3.1644  -4.0712  -2.7064
C  3.3061  -5.4328  -3.3139
S  1.6837  -5.7147  -4.1439
O  0.7503  -6.1543  -3.1575
O  1.9479  -6.5372  -5.3101
C  1.3345  -3.9238  -4.3511
H  3.1710  -3.0050  -4.5180
H  1.9322  -2.2423  -3.3748
H  2.4878  -4.1696  -1.8575
H  4.0926  -3.7087  -2.2645
H  3.5806  -6.2159  -2.6071
H  4.0798  -5.3167  -4.0729
H  0.4382  -3.6977  -3.7735
H  1.0412  -3.7513  -5.3866
C  -2.9431  4.0281  0.2816
C  -1.5159  4.4612  0.4382
C  -1.3472  5.6136  1.4286
S  -2.4112  5.0536  2.7665
O  -3.3985  6.0659  3.1147
O  -1.5334  4.4446  3.7450
C  -3.3519  3.7915  1.6925
H  -3.0156  3.1962  -0.4190
H  -3.5452  4.8132  -0.1759
H  -0.9359  4.7189  -0.4480
H  -0.8637  3.6570  0.7788
H  -1.9018  6.4248  0.9569
H  -0.3815  5.9662  1.7907
H  -4.3834  3.9421  2.0110
H  -2.9990  2.7752  1.8674
C  2.4728  4.6814  -1.9200
C  1.5212  5.7046  -2.6248
C  1.2061  6.9213  -1.8578
S  2.3102  7.0082  -0.2996
O  1.4592  6.7185  0.8763
O  3.1239  8.1375  -0.4088
C  3.2961  5.5848  -0.9592
H  3.0212  4.1536  -2.7001
H  1.9513  3.8931  -1.3771
H  0.6842  5.1439  -3.0410
H  2.1114  6.0459  -3.4753
H  0.1830  6.8387  -1.4911
H  1.4028  7.7844  -2.4937
H  3.8603  5.2136  -0.1037
H  4.0105  6.1173  -1.5870
C  3.7696  0.7378  -4.2207
C  2.5865  0.3431  -5.1043
C  1.9680  1.5495  -5.7337
S  3.2430  2.8258  -5.9444
O  2.7005  4.1283  -5.3433
O  3.8107  2.8045  -7.2708
C  4.4190  2.1376  -4.6748
H  4.5855  0.0534  -4.4532
H  3.5382  0.7733  -3.1561
H  1.8075  -0.2195  -4.5896
H  3.0070  -0.0452  -6.0319
H  1.2761  1.9202  -4.9774
H  1.2590  1.3453  -6.5360
H  4.3932  2.6424  -3.7091
H  5.4236  2.2592  -5.0799

Summary:
net charge = -1
LUMO energy = 0.56 eV
gap between HOMO and LUMO = 5.7436 eV

Atomic partial charges in e from the Mulliken method, atoms 1 to 2: number 1, Hf, carries 2.511; number 2, C, carries 0.724

[2]
Molecular formula: C12H28GaO3
Method: DFT, ωB97M-V/def2-TZVPD

CARTESIAN COORDINATES (ANGSTROEM)
C  -3.4806  -1.4654  -1.4572
C  -2.7163  -1.6705  -2.7704
C  -1.2010  -1.7962  -2.4934
C  -0.3500  -0.6291  -3.0615
C  0.4294  0.1436  -1.9719
C  -0.2841  1.4489  -1.6233
C  0.2443  2.1609  -0.3731
Ga  0.3690  0.9705  1.2864
C  0.8609  2.1547  2.9114
C  2.1546  1.7767  3.6007
O  2.0381  0.6990  4.5506
C  1.8082  -0.5672  4.0869
O  0.7327  -1.1242  4.3058
C  2.9562  -1.3573  3.4825
C  4.1435  -0.5924  2.9095
H  -4.4866  -1.0868  -1.6389
H  -2.9804  -0.7349  -0.8253
H  -3.5460  -2.3895  -0.8880
H  -2.9247  -0.8122  -3.3965
H  -3.0579  -2.5966  -3.2303
H  -0.8244  -2.7250  -2.9153
H  -1.0472  -1.7997  -1.4186
H  0.3082  -0.9700  -3.8586
H  -1.0407  0.0748  -3.5254
H  0.5398  -0.4788  -1.0906
H  1.4163  0.3708  -2.3741
H  -1.3523  1.2425  -1.5357
H  -0.1702  2.0996  -2.4986
H  1.1793  2.6659  -0.6302
H  -0.4704  2.9520  -0.1285
H  1.4776  -0.2094  1.1385
H  -1.1064  0.3305  1.5115
H  1.0402  3.1409  2.4702
H  0.0421  2.2820  3.6167
H  2.8976  1.5753  2.8343
H  2.5397  2.6043  4.1995
H  3.3272  -1.9904  4.2874
H  2.5157  -1.9818  2.7150
H  4.6676  -0.0375  3.6823
H  3.8744  0.0432  2.0774
H  4.8572  -1.3218  2.5235
O  -4.7513  -0.0286  -4.8535
H  -5.5234  0.5120  -5.0408
H  -5.1059  -0.8828  -4.5904

Summary:
net charge = -1
LUMO energy = 2.52 eV
gap between HOMO and LUMO = 7.0837 eV

Atomic partial charges in e from the Mulliken method, atoms 1 to 2: number 1, C, carries -1.216; number 2, C, carries -0.269